Molecular formula: As5CrF30NO3
Method: DFT, ωB97M-V/def2-TZVPD

```
! RIJCOSX wB97M-V def2-TZVPD def2/J DEFGRID3
* xyz -4 5
Cr 0.401 0.257 -0.031
N 2.896 1.368 -0.051
O 3.968 1.978 0.036
O 1.961 1.664 -0.836
O 2.622 0.397 0.712
As -0.325 0.392 3.772
F 0.058 0.311 2.012
F 0.635 -1.027 4.053
F -0.689 0.497 5.505
F -1.353 1.800 3.527
F -1.748 -0.558 3.538
F 1.025 1.488 3.951
As 1.961 -3.252 0.580
F 1.264 -3.994 -0.841
F 2.639 -4.748 1.207
F 2.610 -2.391 1.959
F 1.179 -1.729 0.057
F 0.492 -3.652 1.441
F 3.429 -2.968 -0.289
As -1.177 3.897 -0.180
F 0.252 4.713 0.370
F -1.829 5.461 -0.657
F -2.656 3.131 -0.721
F -0.534 2.286 0.268
F -1.911 4.062 1.385
F -0.488 3.703 -1.770
As -3.139 -1.422 -0.359
F -2.508 -2.631 -1.429
F -3.310 -0.365 -1.751
F -3.809 -0.144 0.640
F -2.943 -2.439 1.041
F -1.511 -0.758 -0.055
F -4.778 -2.048 -0.552
As 1.038 -0.446 -3.814
F -0.333 0.466 -4.295
F 0.488 -0.364 -2.091
F 2.437 -1.325 -3.267
F 1.563 -0.687 -5.477
F 1.976 1.013 -3.660
F 0.148 -1.931 -3.928
*
```

Summary:
energy above the lowest of the compared OMol25 structures with the same formula, charge and spin: 11.5 kcal per mole
HOMO (alpha / beta): 1.291 / 0.127 eV
DFT total energy: -15500.3765 hartree
HOMO-LUMO gap (alpha / beta): 7.98 / 9.14 eV
F_max: 1.43 eV Å⁻¹

Mulliken population analysis, charges in e, atoms 1 to 2:
1 Cr 0.719
2 N 1.250